# 1
Molecular formula: C3H5KO3
Method: DFT, wB97M-V/def2-TZVPD

```
! RIJCOSX wB97M-V def2-TZVPD def2/J DEFGRID3
* xyz 1 2
C -0.532 -0.869 -0.016
H 0.730 -2.573 1.547
O -0.590 -2.246 -0.857
O -1.214 0.133 -0.124
C 1.328 -2.132 0.739
H -0.115 -1.927 -1.635
C 1.358 -3.062 -0.426
O 0.685 -0.855 0.439
H 1.219 -4.121 -0.190
H 1.944 -2.712 -1.281
H 2.336 -1.836 1.059
K -1.581 2.956 0.681
*
```

Its HOMO energy (spin up / spin down) is -10.46 / -14.72 eV. Its total energy is -25650.96547 eV. As for the energy above the lowest of the compared OMol25 structures with the same formula, charge and spin: 1.4083 eV.

Mulliken population analysis, charges in e, atoms 1 to 4:
1. C 0.603
2. H 0.308
3. O -0.444
4. O -0.523


# 2
Molecular formula: C3H5LiNdO4
Method: DFT, wB97M-V/def2-TZVPD

```
! RIJCOSX wB97M-V def2-TZVPD def2/J DEFGRID3
* xyz 4 5
H 1.478 -0.481 -2.531
Nd -3.619 0.892 1.364
O -0.913 0.852 0.867
O -2.133 0.722 -0.943
C -1.035 0.759 -0.382
H 1.336 0.104 -4.097
H -0.850 0.447 -2.856
C 1.320 0.655 -3.122
H 3.614 1.946 -2.848
O 0.141 0.652 -1.079
C 0.124 0.333 -2.362
O 3.009 1.667 -2.133
H 1.137 1.624 -3.652
Li 0.587 0.746 2.039
*
```

Its HOMO energy (spin up / spin down) is -22.85 / -27.12 eV. Its total energy is -26807.49371 eV.

Mulliken population analysis, charges in e, atoms 1 to 4:
1. H 0.441
2. Nd 1.853
3. O -0.801
4. O -0.663